Arrangement i

Formula: C3H13N2O3
Source: the OMol25 dataset
Level of theory: ωB97M-V/def2-TZVPD

HOMO energy: -13.9 eV
Kohn-Sham gap: 11.02 eV
charge: +1

Positions of all 21 atoms, in Å:
N (0.9843, 1.6067, -0.8514)
C (0.6450, 0.2470, -1.3525)
C (0.6674, -0.6886, -0.1424)
N (0.2140, -1.9207, -0.3361)
C (-0.3493, -2.4320, -1.5862)
O (1.1143, -0.2624, 0.9151)
H (1.2760, 2.2341, -1.6049)
H (1.7275, 1.5049, -0.1616)
H (0.1562, 1.9701, -0.2808)
H (-0.3281, 0.2925, -1.8363)
H (1.3737, -0.0859, -2.0900)
H (0.2983, -2.5587, 0.4429)
H (-1.2215, -1.8452, -1.8705)
H (-0.6976, -3.4459, -1.4149)
H (0.3931, -2.4545, -2.3787)
H (-1.4334, 1.6318, 1.2462)
H (-1.5881, 3.1292, 0.7338)
O (-1.1796, 2.2864, 0.5425)
H (-0.5193, 0.0224, 2.5223)
H (-1.9104, 0.2444, 3.2089)
O (-1.4500, 0.1951, 2.3355)

***

Arrangement ii

Formula: C3H13N2O3
Source: the OMol25 dataset
Level of theory: ωB97M-V/def2-TZVPD

HOMO energy: -14.3 eV
Kohn-Sham gap: 11.19 eV
charge: +1

Positions of all 21 atoms, in Å:
N (0.9926, -0.8130, 0.1476)
C (0.5192, 0.6866, -0.2156)
C (1.7912, 1.2743, -0.7764)
C (-0.6151, 0.5790, -1.2782)
N (-1.2574, 1.6111, -1.8784)
O (-0.9322, -0.5402, -1.7210)
H (0.8308, -0.8437, 1.1542)
H (2.0234, -0.9774, 0.0329)
H (0.3350, -1.4587, -0.3926)
H (0.1475, 1.0213, 0.7774)
H (1.7276, 2.0334, -1.5628)
H (2.4615, 0.5078, -1.1766)
H (2.4846, 1.9804, -0.1280)
H (-1.9460, 1.2896, -2.3887)
H (-1.1792, 2.5681, -1.7951)
H (0.9553, 1.0414, 2.9796)
H (-0.3418, 0.3487, 3.6966)
O (0.2231, 0.5020, 2.8959)
H (-0.7368, -2.6717, 2.3209)
H (-1.9037, -2.5893, 1.4805)
O (-0.9379, -2.8464, 1.4173)

***

Arrangement iii

Formula: C3H13N2O3
Source: the OMol25 dataset
Level of theory: ωB97M-V/def2-TZVPD

HOMO energy: -13.4 eV
Kohn-Sham gap: 9.87 eV
charge: +1

Positions of all 21 atoms, in Å:
N (0.6225, 1.6219, 0.0240)
C (0.2583, 0.9674, -1.2359)
C (1.0178, -0.3476, -1.3536)
N (0.3161, -1.5125, -1.4021)
C (-1.1109, -1.7901, -1.5966)
O (2.1887, -0.4226, -1.0613)
H (1.0113, 2.6477, -0.2022)
H (1.3390, 1.0886, 0.6403)
H (-0.1813, 1.7600, 0.5557)
H (-0.8161, 0.7862, -1.3982)
H (0.4969, 1.6240, -2.1186)
H (0.7555, -2.4372, -1.1368)
H (-1.4759, -2.2657, -0.6357)
H (-1.1926, -2.5622, -2.3393)
H (-1.9277, -1.0038, -1.8363)
H (-1.9131, 1.3271, 2.8062)
H (-2.9518, 1.9228, 1.8143)
O (-2.0683, 1.6425, 1.8805)
H (-0.2757, -1.0248, 4.0674)
H (0.6560, -0.6129, 2.7493)
O (-0.2562, -0.5940, 3.1554)

***

Least stable of them? arrangement iii.

***

Arrangement i

Formula: C3H13N2O3
Source: the OMol25 dataset
Level of theory: ωB97M-V/def2-TZVPD

HOMO energy: -14.0 eV
Kohn-Sham gap: 11.16 eV
charge: +1

Positions of all 21 atoms, in Å:
O (-0.5223, -0.2251, -1.7289)
C (-1.4212, -0.4404, -0.8821)
N (-2.6872, -0.5340, -1.2873)
C (-1.0655, -0.7419, 0.5509)
N (0.3968, -0.8710, 0.4503)
C (1.0545, -1.3076, 1.8848)
H (-2.9437, -0.3939, -2.2735)
H (-3.3536, -0.3257, -0.7491)
H (-1.2898, 0.1068, 1.2707)
H (-1.6440, -1.6854, 0.8115)
H (0.8488, 0.0736, 0.2189)
H (0.6487, -1.4949, -0.3665)
H (2.1008, -0.9179, 1.8543)
H (0.9825, -2.4086, 1.8281)
H (0.5847, -0.9876, 2.7785)
H (3.0598, 0.2239, -0.7440)
H (2.7438, 1.6127, -0.1013)
O (2.5796, 0.6270, -0.0663)
H (1.2766, 3.1731, 0.1213)
H (0.4779, 3.3300, 1.2561)
O (0.5844, 2.6567, 0.6243)

***

Arrangement ii

Formula: C3H13N2O3
Source: the OMol25 dataset
Level of theory: ωB97M-V/def2-TZVPD

HOMO energy: -14.4 eV
Kohn-Sham gap: 11.38 eV
charge: +1

Positions of all 21 atoms, in Å:
C (0.2180, -0.6934, -0.0457)
C (0.8719, 0.5410, 0.4754)
C (0.7291, 0.3525, 1.9521)
N (1.8957, 0.3109, 2.6109)
O (-0.3954, -0.0820, 2.4037)
N (-1.3974, -0.4562, 0.1529)
H (0.4473, -1.6537, 0.5251)
H (0.3122, -0.5761, -1.1742)
H (1.8416, 0.5529, -0.0204)
H (0.4402, 1.4208, 0.0325)
H (2.7725, 0.7646, 2.2609)
H (1.9234, -0.0578, 3.6044)
H (-1.9246, -1.1970, -0.1789)
H (-1.6333, 0.4998, -0.2316)
H (-1.5406, -0.3590, 1.1874)
H (0.0459, 1.7943, -1.8060)
H (-1.3379, 2.3394, -2.0835)
O (-0.8575, 1.5389, -2.0934)
H (-0.7687, -1.0086, -2.9452)
H (-0.4938, -2.3711, -2.2981)
O (-1.1485, -1.6601, -2.3284)

***

Least stable of them? arrangement i.

***

Arrangement i

Formula: C11H22N2O3
Source: the OMol25 dataset
Level of theory: ωB97M-V/def2-TZVPD

HOMO energy: -9.1 eV
Kohn-Sham gap: 9.66 eV
structure (SMILES): CC[C@H](C)[C@H](NC(=O)[C@@H](N)C(C)C)C(=O)O
charge: 0

Positions of all 38 atoms, in Å:
C (-3.5963, -1.9405, -0.2567)
C (-3.3496, -0.6854, 0.6785)
C (-1.9137, -0.1691, 0.7756)
C (-1.9481, 1.0125, 1.7433)
C (-1.3434, 0.3317, -0.6336)
N (-0.4443, -0.6566, -1.2386)
C (0.7236, -1.1445, -0.7646)
O (1.2229, -2.1968, -1.2241)
C (1.3025, -0.4653, 0.4907)
N (1.5271, -1.4463, 1.5178)
C (2.6417, 0.2387, 0.0161)
C (2.8906, 1.3996, 0.9500)
C (3.8225, -0.6789, -0.2787)
C (-0.8281, 1.7490, -0.8704)
O (-1.5570, 2.6959, -0.9643)
O (0.5305, 1.8778, -0.7369)
H (-4.5377, -2.3722, 0.0696)
H (-2.6994, -2.6042, -0.0474)
H (-3.5558, -1.7478, -1.3615)
H (-4.0445, 0.1531, 0.3861)
H (-3.6170, -1.0335, 1.7156)
H (-1.2354, -1.0309, 1.1537)
H (-2.3500, 0.6157, 2.7298)
H (-0.9925, 1.4685, 1.9228)
H (-2.5934, 1.8197, 1.3433)
H (-2.1678, 0.4663, -1.2702)
H (-0.7613, -1.0515, -2.1164)
H (0.6895, 0.2763, 0.8991)
H (1.6943, -0.9621, 2.4058)
H (2.4043, -1.9165, 1.3350)
H (2.3647, 0.6422, -1.0039)
H (3.1463, 1.1299, 1.9804)
H (3.6508, 2.1421, 0.6637)
H (1.8915, 1.8381, 1.0864)
H (4.5390, -0.0923, -0.8191)
H (4.2689, -1.0734, 0.6881)
H (3.5625, -1.6330, -0.8150)
H (0.7815, 2.7843, -0.5995)

***

Arrangement ii

Formula: C11H22N2O3
Source: the OMol25 dataset
Level of theory: ωB97M-V/def2-TZVPD

HOMO energy: -9.4 eV
Kohn-Sham gap: 9.89 eV
structure (SMILES): CC(C)C[C@H](NC(=O)[C@@H](N)C(C)C)C(=O)O
charge: 0

Positions of all 38 atoms, in Å:
C (3.0213, 2.0901, 1.1877)
C (1.8617, 1.5567, 0.3390)
C (1.6849, 2.2658, -0.9477)
C (2.1565, -0.0055, 0.3150)
C (1.2910, -1.1878, -0.1174)
N (0.4081, -1.6029, 0.9613)
C (-0.9242, -1.1565, 1.1880)
O (-1.5948, -1.7126, 1.9451)
C (-1.6590, 0.0567, 0.4897)
N (-1.0060, 0.8698, -0.4795)
C (-3.0379, -0.5673, 0.0367)
C (-2.9503, -1.5675, -1.1540)
C (-4.0352, 0.5781, -0.2002)
C (2.1717, -2.4727, -0.2131)
O (1.8397, -3.5742, 0.2097)
O (3.1714, -2.3406, -1.0758)
H (2.9175, 1.7801, 2.2545)
H (4.0812, 1.9602, 0.7361)
H (3.0014, 3.1462, 1.2078)
H (0.9803, 1.6351, 1.0893)
H (1.3529, 3.3533, -0.8080)
H (2.6186, 2.2682, -1.5968)
H (0.8914, 1.9347, -1.5223)
H (3.0464, -0.0383, -0.4108)
H (2.4802, -0.2122, 1.2598)
H (0.7628, -1.0586, -1.0524)
H (0.3538, -2.6734, 1.1303)
H (-1.8701, 0.6082, 1.3266)
H (-1.6114, 1.6939, -0.4591)
H (-0.0833, 1.0745, -0.3971)
H (-3.4810, -1.0578, 1.0488)
H (-3.7912, -1.6297, -1.8378)
H (-2.6582, -2.5700, -0.7856)
H (-2.1358, -1.0083, -1.7997)
H (-4.6139, 0.4935, -1.0797)
H (-3.5708, 1.5815, -0.3350)
H (-4.7077, 0.7575, 0.6437)
H (3.6380, -3.2681, -1.0968)

***

Least stable of them? arrangement ii.

***

Arrangement i

Formula: H4N3P
Source: the OMol25 dataset
Level of theory: ωB97M-V/def2-TZVPD

HOMO energy (alpha / beta): -9.2 / -9.2 eV
Kohn-Sham gap (alpha / beta): 8.90 / 8.90 eV
charge: 0

Positions of all 8 atoms, in Å:
N (1.3642, 0.6466, 0.0909)
N (0.8286, -0.6860, 0.1244)
N (1.8257, -0.5089, 0.8025)
P (-1.4290, -0.2951, 0.3479)
H (2.1326, 0.9025, -0.5973)
H (-1.2365, -0.9929, -0.8605)
H (-0.7829, 0.8327, -0.0214)
H (-2.7027, 0.1010, 0.1135)

***

Arrangement ii

Formula: H4N3P
Source: the OMol25 dataset
Level of theory: ωB97M-V/def2-TZVPD

HOMO energy (alpha / beta): -9.1 / -8.5 eV
Kohn-Sham gap (alpha / beta): 8.58 / 7.85 eV
charge: 0

Positions of all 8 atoms, in Å:
N (0.3064, 0.2103, -0.6609)
N (-1.8643, 1.0203, 0.0320)
N (1.3970, 0.5342, 0.0173)
P (-1.1135, -0.3012, -0.0174)
H (2.0630, 0.8672, -0.6829)
H (1.6191, -0.0849, 0.8117)
H (-0.9226, -0.9373, 1.3843)
H (-1.4852, -1.3086, -0.8841)

***

Arrangement iii

Formula: H4N3P
Source: the OMol25 dataset
Level of theory: ωB97M-V/def2-TZVPD

HOMO energy (alpha / beta): -9.6 / -8.4 eV
Kohn-Sham gap (alpha / beta): 9.34 / 7.04 eV
charge: 0

Positions of all 8 atoms, in Å:
N (-0.2616, -0.1238, 0.7015)
N (2.4591, 0.7844, 0.0635)
N (-1.1008, 0.7680, 0.2630)
P (1.3595, -0.2699, 0.1858)
H (-2.0560, 0.8080, 0.6003)
H (-0.8673, 1.5501, -0.3690)
H (1.1268, -1.0135, -1.0464)
H (1.5744, -1.5531, 1.0310)

***

Least stable of them? arrangement i.

***

Arrangement i

Formula: C5H9ClN3O
Source: the OMol25 dataset
Level of theory: ωB97M-V/def2-TZVPD

HOMO energy (alpha / beta): -14.0 / -14.0 eV
Kohn-Sham gap (alpha / beta): 8.21 / 8.21 eV
structure (SMILES): C/C=C/C=[N+](\NCl)C(N)=O
charge: +1

Positions of all 19 atoms, in Å:
C (0.4379, 3.4289, -0.7985)
C (0.1757, 2.1283, -0.2194)
C (0.9892, 1.0064, -0.4178)
C (0.8265, -0.3088, -0.0019)
N (-0.0174, -1.1284, 0.5805)
N (-1.2373, -0.8321, 1.0522)
Cl (-2.4132, -0.2518, -0.2066)
C (0.3953, -2.5357, 0.6568)
N (-0.6127, -3.4158, 0.5323)
O (1.5584, -2.7392, 0.8646)
H (-0.5683, 3.6239, -1.1505)
H (1.1464, 3.5218, -1.5213)
H (0.5585, 4.3493, -0.1879)
H (-0.8451, 2.0980, 0.1425)
H (1.8275, 1.0275, -1.0403)
H (1.5486, -0.9643, -0.4689)
H (-1.6176, -1.6921, 1.4817)
H (-1.4875, -2.9259, 0.4069)
H (-0.6649, -4.3899, 0.2955)

***

Arrangement ii

Formula: C5H9ClN3O
Source: the OMol25 dataset
Level of theory: ωB97M-V/def2-TZVPD

HOMO energy: -13.3 eV
Kohn-Sham gap: 9.16 eV
structure (SMILES): C[C@H]1C=CN(C([NH3+])=O)N1Cl
charge: +1

Positions of all 19 atoms, in Å:
C (1.3073, -0.7281, 1.1481)
C (-0.0010, -1.1734, 0.5637)
C (-1.0531, -0.6781, 1.5239)
C (-1.7559, 0.2886, 0.9476)
N (-1.2101, 0.5161, -0.3264)
C (-1.4021, 1.5710, -1.0771)
N (-0.4262, 1.4848, -2.2727)
O (-2.0944, 2.5095, -1.0040)
N (-0.2875, -0.5002, -0.7151)
Cl (-1.0645, -1.6468, -1.9171)
H (1.2543, 0.2759, 1.3420)
H (2.0680, -1.0135, 0.4695)
H (1.4756, -1.0701, 2.0699)
H (0.1781, -2.3040, 0.3448)
H (-1.1177, -1.1608, 2.5240)
H (-2.6184, 0.9903, 1.2287)
H (-1.0468, 1.7331, -3.1255)
H (0.2703, 2.2295, -2.3074)
H (0.0589, 0.5791, -2.2778)

***

Least stable of them? arrangement i.

***

Arrangement i

Formula: C3H10N2S
Source: the OMol25 dataset
Level of theory: ωB97M-V/def2-TZVPD

HOMO energy: -8.7 eV
Kohn-Sham gap: 9.56 eV
structure (SMILES): NC[C@@H](N)CS
charge: 0

Positions of all 16 atoms, in Å:
N (-2.1796, 0.1794, 0.9838)
C (-0.7600, 0.4225, 1.0552)
C (-0.0202, -0.3455, -0.0160)
N (-0.5583, -0.0563, -1.3515)
C (1.4930, -0.0932, 0.0935)
S (2.4697, -1.0345, -1.1089)
H (-2.7688, 0.9201, 1.3152)
H (-2.5139, -0.2071, 0.1204)
H (-0.5823, 1.4939, 0.8786)
H (-0.3886, 0.1887, 2.0501)
H (-0.1431, -1.4209, 0.1933)
H (-0.8665, -0.9127, -1.7956)
H (0.2025, 0.2542, -1.9450)
H (1.6317, 0.9942, 0.0530)
H (1.8346, -0.3850, 1.0789)
H (3.1500, 0.0022, -1.6050)

***

Arrangement ii

Formula: C3H10N2S
Source: the OMol25 dataset
Level of theory: ωB97M-V/def2-TZVPD

HOMO energy: -8.7 eV
Kohn-Sham gap: 9.57 eV
structure (SMILES): NCNCCS
charge: 0

Positions of all 16 atoms, in Å:
N (0.6746, 0.3028, -2.1856)
C (1.2833, 0.5384, -0.9313)
N (1.1544, -0.5841, -0.0347)
C (0.1420, -0.1751, 1.0108)
C (-1.2603, 0.1731, 0.6613)
S (-2.3559, 0.3599, 2.0821)
H (-0.2536, -0.1864, -2.1026)
H (1.4580, -0.1018, -2.6797)
H (2.3768, 0.4314, -1.0181)
H (0.8335, 1.4168, -0.4068)
H (0.8726, -1.4040, -0.5015)
H (-0.0040, -1.0405, 1.7303)
H (0.6189, 0.6386, 1.7566)
H (-1.3909, 1.1984, 0.2213)
H (-1.6884, -0.5958, -0.1212)
H (-2.4610, -0.9717, 2.5189)

***

Arrangement iii

Formula: C3H10N2S
Source: the OMol25 dataset
Level of theory: ωB97M-V/def2-TZVPD

HOMO energy: -8.5 eV
Kohn-Sham gap: 9.40 eV
structure (SMILES): NC[C@H](N)CS
charge: 0

Positions of all 16 atoms, in Å:
N (1.0056, -1.8979, -1.4492)
C (1.5741, -0.8433, -0.6097)
C (0.5677, 0.2793, -0.3239)
N (1.0692, 1.2630, 0.6157)
C (-0.7468, -0.3636, 0.1810)
S (-1.9268, 0.7795, 0.9328)
H (1.7675, -2.5223, -1.6992)
H (0.7147, -1.5033, -2.3351)
H (2.4438, -0.3201, -1.0220)
H (1.8301, -1.2297, 0.3845)
H (0.4076, 0.9068, -1.2135)
H (1.6595, 1.9788, 0.2386)
H (1.5138, 0.9261, 1.4594)
H (-0.5901, -1.1250, 0.9422)
H (-1.2155, -0.8355, -0.6809)
H (-2.2701, 1.6641, -0.0030)

***

Least stable of them? arrangement ii.